Record 1
{"formula": "C21H27N6O7Re", "method": "ωB97M-V/def2-TZVPD", "symbols": ["Re", "O", "C", "C", "C", "C", "C", "C", "C", "O", "N", "N", "C", "C", "C", "C", "C", "C", "C", "O", "H", "H", "H", "H", "H", "H", "H", "H", "H", "H", "N", "C", "C", "C", "C", "N", "C", "N", "N", "C", "O", "O", "H", "H", "H", "H", "H", "H", "H", "H", "H", "H", "H", "H", "H", "H", "C", "O", "H", "H", "H", "O"], "xyz": [[0.08269, -0.16922, 0.21759], [-3.04729, 2.08069, -2.50497], [-2.18295, 2.81910, -3.22989], [-2.69989, 3.80814, -4.06698], [-1.85131, 4.57986, -4.83719], [-0.47508, 4.37547, -4.78795], [0.03413, 3.39213, -3.95864], [-0.80063, 2.60552, -3.16709], [-0.23463, 1.54539, -2.28737], [-1.02608, 0.93231, -1.46718], [1.02569, 1.26716, -2.40797], [1.34554, 0.23185, -1.52769], [2.23971, -0.56343, -1.97483], [2.70891, -1.77232, -1.31410], [3.97935, -2.24864, -1.63643], [4.47217, -3.43126, -1.11567], [3.64797, -4.17427, -0.27063], [2.38021, -3.73511, 0.04808], [1.86770, -2.51595, -0.44910], [0.66149, -2.15717, -0.12275], [-2.47539, 1.46291, -1.98016], [-3.77323, 3.94721, -4.09167], [-2.26479, 5.34669, -5.48183], [0.19132, 4.97886, -5.39079], [1.09787, 3.20680, -3.89870], [2.68251, -0.30375, -2.93576], [4.58766, -1.66299, -2.31866], [5.46716, -3.77501, -1.36668], [4.00579, -5.11057, 0.14418], [1.73694, -4.31011, 0.70340], [-0.70282, -0.67526, 2.20821], [-0.59228, 0.48894, 3.09920], [-1.33222, 0.35641, 4.43207], [-2.77507, -0.15879, 4.43369], [-3.90576, 0.77531, 4.00228], [-3.88314, 1.23396, 2.61984], [-3.83117, 0.39579, 1.58186], [-3.51702, 0.82525, 0.36428], [-4.10448, -0.91211, 1.71706], [-0.87874, 1.78784, 2.32121], [-1.32037, 2.76514, 2.95257], [-0.65819, 1.76183, 1.07499], [-1.63728, -1.05475, 2.10583], [-0.06742, -1.41711, 2.48047], [0.47133, 0.57971, 3.33169], [-1.26046, 1.32039, 4.93859], [-0.77012, -0.35976, 5.04067], [-3.01420, -0.44576, 5.46265], [-2.82222, -1.09417, 3.86981], [-3.88857, 1.67400, 4.61800], [-4.86893, 0.29213, 4.19591], [-3.40057, 2.11840, 2.47743], [-2.93566, 1.65670, 0.31296], [-3.11016, 0.06564, -0.19763], [-4.35526, -1.27776, 2.61597], [-3.56227, -1.49251, 1.05735], [-2.05682, -1.98827, -1.20248], [-1.92770, -1.12444, -0.10926], [-3.09613, -2.34632, -1.30069], [-1.40501, -2.86410, -1.11240], [-1.80168, -1.48874, -2.14902], [1.52004, -0.01419, 1.18502]], "atomic_forces_ev_per_a": [[0.3446, 0.3653, 0.0167], [-0.1320, 0.0918, -0.0697], [-0.0653, -0.0336, 0.0318], [-0.0040, 0.0084, -0.0062], [0.0012, -0.0087, 0.0031], [-0.0005, -0.0061, 0.0037], [-0.0161, 0.0154, 0.0198], [0.0757, 0.0148, -0.0239], [0.0735, 0.0587, 0.0977], [-0.3408, -0.0706, -0.0717], [0.0478, 0.0002, 0.0264], [-0.7397, -0.3541, -0.2586], [0.2908, 0.1766, 0.2410], [-0.0730, 0.0041, -0.0417], [-0.0364, -0.0300, -0.0373], [0.0004, -0.0176, 0.0017], [0.0167, 0.0084, -0.0107], [-0.0153, 0.0117, -0.0146], [0.0504, -0.0045, 0.0701], [-0.0960, -0.0648, -0.0998], [0.0857, -0.0514, 0.0573], [0.0013, 0.0017, -0.0009], [0.0020, 0.0002, -0.0001], [-0.0013, 0.0024, 0.0014], [0.0071, -0.0003, -0.0006], [0.1043, 0.0605, 0.0684], [0.0017, 0.0014, 0.0035], [-0.0012, -0.0008, 0.0015], [0.0008, -0.0004, -0.0016], [-0.0007, -0.0005, 0.0002], [-0.0935, 0.0630, -0.0289], [0.0646, 0.0589, 0.1008], [0.0614, -0.0414, 0.0809], [0.0374, -0.0820, 0.1414], [0.0212, 0.0301, 0.0781], [0.1599, 0.1609, 0.0628], [0.2412, 0.3812, -0.4257], [-0.3093, 0.6124, 0.6694], [-0.0425, -0.2781, -0.3687], [-0.4029, 0.1689, 0.0336], [-0.1578, -0.2158, -0.0284], [0.0635, -0.1823, -0.2972], [0.0527, 0.0376, 0.0058], [-0.0642, -0.0400, 0.0567], [0.0204, -0.0818, -0.0856], [-0.1042, 0.0180, -0.0341], [0.0338, 0.0122, -0.0043], [-0.0154, 0.0221, 0.0096], [0.0721, 0.0187, 0.0641], [0.0344, 0.0054, -0.0380], [-0.0051, -0.0175, 0.0016], [0.0103, -0.0334, 0.0183], [-0.0565, 0.0966, 0.0537], [0.5688, -0.4405, -0.2653], [0.0805, -0.0245, -0.0363], [-0.1609, 0.1634, 0.1614], [0.0926, -0.0849, -0.1380], [-0.0912, -0.4592, -0.0541], [-0.0233, -0.0109, 0.0049], [-0.0173, -0.0018, -0.0005], [0.0042, 0.0062, 0.0269], [0.3430, -0.0391, 0.2281]], "nbo_charge": [1.5483, -0.7134, 0.4189, -0.3125, -0.1922, -0.2775, -0.1390, -0.2131, 0.5775, -0.7712, -0.4292, -0.2576, 0.1254, -0.2080, -0.1523, -0.3067, -0.2050, -0.2582, 0.4044, -0.7431, 0.5081, 0.2101, 0.1982, 0.2010, 0.2334, 0.1797, 0.1955, 0.1967, 0.1931, 0.1969, -0.7745, -0.1880, -0.4100, -0.4147, -0.2256, -0.5930, 0.6872, -0.7745, -0.8225, 0.7752, -0.7525, -0.7034, 0.3855, 0.4047, 0.2564, 0.2395, 0.1998, 0.2127, 0.1851, 0.2272, 0.1857, 0.4485, 0.4292, 0.4562, 0.3952, 0.4575, -0.2366, -0.9406, 0.1257, 0.1767, 0.1605, -0.7806], "multiplicity": 2, "lumo_energy_ha": [0.0843, 0.0843], "charge": -1, "homo_lumo_gap_ev": [4.96, 5.42], "total_energy_ev": -47622.0926, "mol_weight_g_mol": 661.69}


Record 2
{"formula": "CH7FOSi2", "method": "ωB97M-V/def2-TZVPD", "symbols": ["C", "O", "F", "Si", "Si", "H", "H", "H", "H", "H", "H", "H"], "xyz": [[0.86431, -0.95590, -0.07808], [-0.72659, 0.39797, -0.09082], [0.66696, -1.66922, -1.14489], [1.99415, 0.69206, -0.16418], [-2.23688, 0.13899, 0.24881], [0.93974, -1.66406, 0.73835], [2.67198, 0.24607, -1.44327], [1.07155, 1.80057, -0.44976], [2.90008, 0.80518, 0.97101], [-2.62848, 1.64598, 0.42478], [-3.00258, -0.82787, -0.56249], [-2.51425, -0.60977, 1.55054]], "atomic_forces_ev_per_a": [[-0.5002, 2.6847, 0.3177], [4.4423, -2.1882, -0.3520], [-0.1475, 0.1439, -0.8315], [-1.2098, -1.3761, -1.7946], [-2.1300, 0.2406, 2.0129], [-0.9208, 0.2975, 0.7888], [0.1774, 0.4638, 0.5798], [0.4859, 0.1445, 0.2396], [0.0741, -0.0588, 0.2781], [-0.4485, -1.3333, -0.3554], [-0.1398, 0.4304, -0.7505], [0.3169, 0.5511, -0.1330]], "nbo_charge": [0.2653, -1.1339, -0.2954, 0.8067, 1.2462, 0.1654, -0.1550, -0.0870, -0.1441, -0.1931, -0.2244, -0.2508], "lumo_energy_ha": -0.0216, "homo_lumo_gap_ev": 9.19, "total_energy_ev": -21667.0462, "mol_weight_g_mol": 110.24}